The following is a quantum chemistry calculation of C3H5N3O in the gas phase at a distorted geometry, from the OMol25 dataset.

Geometry as XYZ:
```
12
Properties=species:S:1:pos:R:3
C 2.00957 -0.06496 -0.03099
C -0.46619 -0.56034 0.03540
C -1.58009 0.19196 -0.04041
H 2.17447 -1.18635 -0.50287
H 2.43140 0.09292 0.92364
H 2.43153 0.66215 -0.75665
H -0.53906 -1.58796 0.14738
H -3.22042 -0.95048 0.33172
N 0.60864 0.29920 -0.01467
N -1.13141 1.52383 0.04336
N 0.19745 1.52067 -0.01745
O -2.91590 0.05937 -0.11845
```

Its charge is 0. Its energy relative to the best compared isomer or geometry (same formula, charge and spin) is 334.51 kJ/mol. The value obtained for the frontier orbital gap is 9.55 eV. For the HOMO energy, the calculation gives -9.19 eV. Its SMILES is Cn1cc(O)nn1.

Just the natural (NBO) charges please, in e? Sure, here they are:
1. C -0.408
2. C -0.202
3. C 0.362
4. H 0.221
5. H 0.215
6. H 0.232
7. H 0.215
8. H 0.482
9. N -0.146
10. N -0.287
11. N -0.047
12. O -0.638


The following is a quantum chemistry calculation of 3 unconnected molecules or ions with the total composition C3H12NO4S at a distorted geometry, from the OMol25 dataset.

Geometry as XYZ:
```
21
Properties=species:S:1:pos:R:3
O -0.19840 -1.91238 0.44996
C -0.85206 -0.94335 0.72913
O -1.53991 -0.75339 1.83839
C -1.14103 0.19964 -0.26992
C -0.58915 1.52852 0.17890
S -1.09740 2.82020 -1.01876
N -0.48507 -0.20597 -1.57315
H -1.40890 -1.47809 2.46092
H -2.21660 0.24526 -0.42845
H -1.02337 1.79469 1.15599
H 0.47691 1.47912 0.34200
H 0.08760 3.47046 -1.12303
H 0.54080 -0.36438 -1.43295
H -0.89004 -1.06970 -1.92924
H -0.62736 0.56903 -2.22775
H 1.96850 -0.56845 1.54580
H 1.40655 0.23655 2.74923
O 1.21884 -0.03884 1.84900
H 1.67080 -2.03535 -0.55668
H 2.70812 -1.66436 -1.63425
O 1.99117 -1.30922 -1.10514
```

Its charge is +1. Its energy relative to the best compared isomer or geometry (same formula, charge and spin) is 8.12 kJ/mol. The value obtained for the frontier orbital gap is 10.24 eV. For the HOMO energy, the calculation gives -13.18 eV.

Just the natural (NBO) charges please, in e? Sure, here they are:
1. O -0.623
2. C 0.835
3. O -0.653
4. C -0.162
5. C -0.550
6. S -0.040
7. N -0.704
8. H 0.519
9. H 0.253
10. H 0.263
11. H 0.270
12. H 0.163
13. H 0.481
14. H 0.444
15. H 0.449
16. H 0.494
17. H 0.496
18. O -0.974
19. H 0.509
20. H 0.505
21. O -0.975


The following is a quantum chemistry calculation of a molecular structure, C27H38F6LiN5SSb2, from the OMol25 dataset.

Geometry as XYZ:
```
80
Properties=species:S:1:pos:R:3
Li -2.04398 0.91159 -0.04628
C 0.60928 1.20067 3.25136
C -0.79165 1.23423 3.80364
C -1.03169 1.23430 5.17270
C -2.33866 1.27181 5.62409
C -3.36086 1.32564 4.68968
C -3.03452 1.33576 3.33665
N -1.77185 1.27545 2.89886
Sb -4.66858 1.45298 1.93317
C -3.77758 2.89502 0.58587
C -4.61005 3.90993 0.14176
C -4.06374 4.95013 -0.60072
C -2.71103 4.94729 -0.85733
C -1.93593 3.88500 -0.40430
C -0.46580 3.82394 -0.71295
N -2.45659 2.87536 0.29835
C -4.19153 -0.43671 0.98498
C -5.26425 -1.28480 0.74167
C -5.02112 -2.54525 0.21759
C -3.71795 -2.92034 -0.03737
C -2.69479 -2.01783 0.21147
C -1.26129 -2.35828 -0.07935
N -2.92113 -0.79825 0.71316
H 1.34955 1.02300 4.03034
H 0.68874 0.41186 2.49968
H 0.84394 2.14770 2.76073
H -0.20427 1.20148 5.86928
H -2.55622 1.26106 6.68434
H -4.39588 1.36489 5.00524
H -5.66560 3.89826 0.38099
H -4.69033 5.75343 -0.96708
H -2.24926 5.74824 -1.41990
H 0.03164 4.74550 -0.40816
H -0.01220 2.98648 -0.18565
H -0.30600 3.69506 -1.78576
H -6.27356 -0.96510 0.96576
H -5.83887 -3.22307 0.00848
H -3.48868 -3.89448 -0.44813
H -1.17987 -3.28554 -0.64485
H -0.80309 -1.55713 -0.66129
H -0.71194 -2.46886 0.85813
C 4.37799 -4.51162 1.70976
C 4.71931 -3.09092 1.26623
C 3.70813 -2.04782 1.73752
C 2.30331 -2.26766 1.18962
N 2.24450 -2.20186 -0.27788
C 2.09398 -1.08173 -0.96876
S 1.88352 0.41779 -0.10532
N 2.08135 -1.04799 -2.27883
C 2.03189 0.19650 -3.07436
C 3.38964 0.84326 -3.30253
C 4.35741 0.05449 -4.18489
C 5.03368 -1.13765 -3.50897
H 5.20724 -5.19153 1.51968
H 3.50947 -4.91770 1.18497
H 4.16199 -4.54629 2.77958
H 4.81096 -3.05100 0.17552
H 5.70124 -2.81351 1.65153
H 4.04886 -1.04495 1.46238
H 3.63684 -2.06604 2.82839
H 1.60455 -1.52381 1.58099
H 1.91409 -3.24386 1.47384
H 2.48096 -3.03653 -0.79492
H 2.14341 -1.92510 -2.77518
H 1.34763 0.87889 -2.56732
H 1.55307 -0.06344 -4.01474
H 3.86333 1.06054 -2.33926
H 3.18053 1.80865 -3.76861
H 5.13628 0.74276 -4.51755
H 3.83880 -0.27312 -5.09121
H 5.49235 -0.84118 -2.56217
H 5.82100 -1.54468 -4.14271
H 4.34439 -1.96008 -3.30309
F -0.94562 0.80092 -1.41377
Sb -1.90501 0.63199 -3.14153
F -0.81861 -0.89686 -3.38874
F -0.54444 1.72602 -3.85013
F -2.78327 0.40309 -4.76952
F -2.89000 2.15362 -2.65407
F -3.14757 -0.40198 -2.17276
```

Its charge is +1. Its expectation value of S² is 0.753. Its energy relative to the best compared isomer or geometry (same formula, charge and spin) is 10.86 kJ/mol. The value obtained for the frontier orbital gap (spin up / spin down) is 9.07 / 4.94 eV. Its spin multiplicity is 2. For the HOMO energy (spin up / spin down), the calculation gives -11.28 / -11.28 eV.

Just the Löwdin charges please, in e? Sure, here they are:
1. Li 0.533
2. C -0.038
3. C -0.329
4. C -0.023
5. C -0.055
6. C -0.124
7. C -0.448
8. N 0.074
9. Sb 1.538
10. C -0.449
11. C -0.122
12. C -0.040
13. C -0.014
14. C -0.338
15. C -0.025
16. N -0.004
17. C -0.446
18. C -0.119
19. C -0.039
20. C -0.015
21. C -0.341
22. C -0.023
23. N 0.005
24. H 0.079
25. H 0.022
26. H 0.083
27. H 0.114
28. H 0.114
29. H 0.087
30. H 0.088
31. H 0.118
32. H 0.125
33. H 0.089
34. H 0.046
35. H 0.083
36. H 0.088
37. H 0.118
38. H 0.119
39. H 0.088
40. H 0.044
41. H 0.079
42. C -0.100
43. C -0.256
44. C -0.196
45. C -0.203
46. N 0.051
47. C -0.681
48. S 0.991
49. N 0.059
50. C -0.203
51. C -0.191
52. C -0.244
53. C -0.106
54. H 0.078
55. H 0.066
56. H 0.082
57. H 0.099
58. H 0.113
59. H 0.103
60. H 0.125
61. H 0.078
62. H 0.125
63. H 0.163
64. H 0.161
65. H 0.066
66. H 0.126
67. H 0.102
68. H 0.125
69. H 0.111
70. H 0.114
71. H 0.076
72. H 0.077
73. H 0.050
74. F -0.457
75. Sb 1.395
76. F -0.342
77. F -0.337
78. F -0.322
79. F -0.317
80. F -0.321


The following is a quantum chemistry calculation of a molecular structure, C2H2OS at a distorted geometry, from the OMol25 dataset.

Geometry as XYZ:
```
6
Properties=species:S:1:pos:R:3
C 1.10613 1.02041 0.13450
C -1.60518 -1.69668 -0.15662
O 1.41091 1.40243 1.20381
S -0.15101 -0.99054 0.24586
H 1.56229 1.14600 -0.80932
H -2.32313 -0.88162 -0.61824
```

Its charge is 0. Its energy relative to the best compared isomer or geometry (same formula, charge and spin) is 360.70 kJ/mol. The value obtained for the frontier orbital gap (spin up / spin down) is 7.56 / 7.55 eV. For the HOMO energy (spin up / spin down), the calculation gives -8.17 / -8.17 eV.

Just the natural (NBO) charges please, in e? Sure, here they are:
1. C 0.410
2. C -0.403
3. O -0.440
4. S 0.120
5. H 0.156
6. H 0.156


Q: Which of these has the lowest energy relative to the best compared isomer or geometry (same formula, charge and spin)?
A: C3H12NO4S